[1]
# CH8N3

A gas-phase ion, CH8N3 (charge +1) (the ωB97M-V functional and the def2-TZVPD basis, OMol25).

Last column: Mulliken charge in e.
Positions of all 12 atoms, in Å:
C -0.35 -0.81 -0.27  -0.41
N -1.15 0.45 -0.07  -0.36
N 0.92 -0.54 0.41  -0.35
N 1.56 0.57 -0.23  -0.50
H -0.20 -0.81 -1.42  0.37
H -0.86 -1.73 0.01  0.37
H -2.13 0.50 -0.48  0.36
H -0.49 1.19 -0.40  0.41
H 1.42 -1.60 0.16  0.32
H 2.20 0.20 -0.92  0.24
H -1.37 0.51 0.90  0.33
H 1.99 1.33 0.32  0.23

Summary:
Highest occupied orbital energy = -14.364 eV
HOMO-LUMO gap = 10.791 eV
ΔE to the lowest compared entry with this formula, charge and spin = 73.02 kcal/mol
DFT total energy = -206.84333 Ha
Net charge = +1

***

[2]
# CH8N3O

2 unconnected molecules or ions with the total composition CH8N3O (the ωB97M-V functional and the def2-TZVPD basis, OMol25).

Last column: Mulliken charge in e.
Positions of all 13 atoms, in Å:
N 0.21 0.38 -0.72  -0.40
C -0.82 0.52 0.18  0.30
N -0.38 -0.18 1.33  -0.38
N -1.94 -0.14 -0.43  -0.41
H 0.29 1.17 -1.38  0.29
H 2.21 -0.36 -0.68  0.33
H 0.48 -0.69 1.22  0.22
H -0.98 -0.31 2.14  0.23
H -1.12 1.54 0.43  0.52
H -2.62 0.46 -0.89  0.31
H -1.62 -0.90 -1.05  0.29
H 3.55 -0.94 -0.22  0.35
O 2.73 -0.55 0.10  -0.63

Summary:
Highest occupied orbital energy = -15.114 eV
HOMO-LUMO gap = 6.052 eV
ΔE to the lowest compared entry with this formula, charge and spin = 155.11 kcal/mol
DFT total energy = -281.98196 Ha
Net charge = +1

***

[3]
# CH8N3O

2 unconnected molecules or ions with the total composition CH8N3O (the ωB97M-V functional and the def2-TZVPD basis, OMol25).

Last column: Mulliken charge in e.
Positions of all 13 atoms, in Å:
N -1.44 -1.45 0.99  -0.51
H -2.02 -0.73 0.55  0.39
H -0.41 -1.17 0.77  0.33
H -1.67 -1.52 1.98  0.36
H -1.66 -2.34 0.55  0.37
N 1.68 0.75 -1.42  -0.37
C 0.85 0.42 -0.42  0.75
N -0.05 1.38 0.01  -0.49
O 0.89 -0.71 0.09  -0.76
H 1.62 1.65 -1.86  0.18
H 2.22 0.04 -1.87  0.25
H -0.17 1.40 1.01  0.26
H 0.16 2.29 -0.37  0.23

Summary:
Highest occupied orbital energy = -14.808 eV
HOMO-LUMO gap = 11.375 eV
ΔE to the lowest compared entry with this formula, charge and spin = 3.42 kcal/mol
DFT total energy = -282.22369 Ha
Net charge = +1

***

[4]
# CH8N4

A molecular structure, CH8N4 (the ωB97M-V functional and the def2-TZVPD basis, OMol25).

Last column: Mulliken charge in e.
Positions of all 13 atoms, in Å:
C -1.26 0.20 0.70  -0.10
N -1.42 -0.16 -0.68  -0.25
N 0.74 1.40 -0.17  -0.69
N 0.14 0.28 0.09  0.59
N 0.88 -1.03 -0.19  -0.28
H -1.45 1.28 1.08  0.35
H -1.32 -0.65 1.39  0.31
H -1.56 -1.03 -1.13  0.30
H 0.98 2.00 0.63  0.33
H 0.89 1.93 -1.05  0.30
H 1.83 -0.74 -0.28  0.40
H 0.62 -1.69 -0.91  0.37
H 0.94 -1.78 0.51  0.38

Summary:
Highest occupied orbital energy (spin up / spin down) = -21.181 / -21.183 eV
HOMO-LUMO gap (spin up / spin down) = 9.958 / 9.959 eV
ΔE to the lowest compared entry with this formula, charge and spin = 86.27 kcal/mol
DFT total energy = -260.97555 Ha
Net charge = +2

***

[5]
# CH8N4O

A molecular structure, CH8N4O (the ωB97M-V functional and the def2-TZVPD basis, OMol25).

Last column: Mulliken charge in e.
Positions of all 14 atoms, in Å:
C -0.35 -0.26 0.02  0.74
N -0.54 -1.36 0.88  -0.64
N -0.32 -0.59 -1.34  -0.69
N 1.31 0.49 0.50  -0.49
N -1.17 0.87 0.27  -0.54
O 1.54 1.47 -0.50  -0.42
H -0.39 -1.10 1.84  0.27
H 0.05 -2.15 0.65  0.22
H -0.08 0.23 -1.89  0.27
H 0.32 -1.34 -1.55  0.25
H 1.99 -0.25 0.27  0.24
H 0.98 2.21 -0.22  0.33
H -1.27 1.02 1.26  0.23
H -2.07 0.78 -0.18  0.24

Summary:
Highest occupied orbital energy = -7.765 eV
HOMO-LUMO gap = 8.633 eV
ΔE to the lowest compared entry with this formula, charge and spin = 22.34 kcal/mol
DFT total energy = -337.08684 Ha

***

[6]
# CH8N5S

A gas-phase ion, CH8N5S (charge +1) (the ωB97M-V functional and the def2-TZVPD basis, OMol25).

Last column: Mulliken charge in e.
Positions of all 15 atoms, in Å:
C -0.87 -0.91 0.64  0.56
N -2.05 -1.39 0.91  -0.36
N 1.14 1.60 0.42  -0.56
N 1.14 0.72 -1.70  -0.67
N -0.48 0.02 -0.20  -0.16
N 0.99 0.51 -0.37  0.40
S 0.56 -1.90 1.19  -0.24
H -1.91 -2.13 1.61  0.23
H -2.92 -0.93 0.97  0.28
H 1.58 1.39 1.33  0.23
H 1.10 2.53 0.01  0.23
H 0.68 1.51 -2.10  0.26
H 0.85 -0.03 -2.19  0.26
H -1.25 0.41 -0.78  0.25
H 1.45 -1.41 0.26  0.29

Summary:
Highest occupied orbital energy = -13.633 eV
HOMO-LUMO gap = 10.333 eV
ΔE to the lowest compared entry with this formula, charge and spin = 53.78 kcal/mol
DFT total energy = -714.50703 Ha
Net charge = +1

***

[7]
# CH8NO

2 unconnected molecules or ions with the total composition CH8NO (the ωB97M-V functional and the def2-TZVPD basis, OMol25).

Last column: Mulliken charge in e.
Positions of all 11 atoms, in Å:
N -1.63 -0.28 0.94  -3.14
H -1.70 -0.57 1.94  0.67
H -2.38 -0.71 0.37  0.84
H -0.63 -0.31 0.56  0.76
H -1.94 0.72 1.08  0.90
C 1.42 0.43 -1.12  -0.81
O 0.82 -0.36 -0.06  -0.24
H 1.79 1.36 -0.69  0.33
H 0.56 0.83 -1.66  0.27
H 2.22 -0.13 -1.60  0.23
H 1.47 -1.00 0.23  0.18

Summary:
Highest occupied orbital energy (spin up / spin down) = -3.483 / -11.464 eV
Spin multiplicity = 2
HOMO-LUMO gap (spin up / spin down) = 4.229 / 11.993 eV
ΔE to the lowest compared entry with this formula, charge and spin = 9.64 kcal/mol
DFT total energy = -172.75107 Ha

***

[8]
# CH8NO2

3 unconnected molecules or ions with the total composition CH8NO2 (the ωB97M-V functional and the def2-TZVPD basis, OMol25).

Last column: Mulliken charge in e.
Positions of all 12 atoms, in Å:
C -0.90 1.48 1.20  0.00
N 0.13 0.74 1.18  -0.11
H -1.96 1.01 1.36  0.26
H -0.77 2.58 1.24  0.28
H 1.08 1.15 1.24  0.28
H 0.09 -0.28 1.24  0.27
H -1.95 0.45 -3.36  0.34
H -1.64 -1.17 -3.08  0.33
O -1.40 -0.27 -2.96  -0.66
H 2.87 -1.64 0.05  0.34
H 2.19 -2.50 1.07  0.34
O 2.27 -1.53 0.83  -0.65

Summary:
Highest occupied orbital energy = -14.413 eV
HOMO-LUMO gap = 8.943 eV
ΔE to the lowest compared entry with this formula, charge and spin = 29.27 kcal/mol
DFT total energy = -247.83956 Ha
Net charge = +1

***

[9]
# CH8NO3

3 unconnected molecules or ions with the total composition CH8NO3 (the ωB97M-V functional and the def2-TZVPD basis, OMol25).

Last column: Mulliken charge in e.
Positions of all 13 atoms, in Å:
N 0.04 -1.96 0.53  -0.70
C 0.34 -1.00 -0.57  -0.32
O -0.32 0.20 -0.44  -0.97
H -0.04 -1.48 1.40  0.31
H -0.83 -2.33 0.19  0.25
H 1.42 -0.77 -0.56  0.22
H 0.13 -1.57 -1.49  0.24
H 0.31 1.68 -0.95  0.48
H 0.18 2.59 -2.25  0.27
O 0.49 2.57 -1.33  -0.73
H -0.69 0.63 1.03  0.44
H -0.11 0.59 2.45  0.25
O -0.91 0.87 2.01  -0.74

Summary:
Highest occupied orbital energy = -3.896 eV
HOMO-LUMO gap = 8.373 eV
ΔE to the lowest compared entry with this formula, charge and spin = 6.52 kcal/mol
DFT total energy = -323.40098 Ha
Net charge = -1

***

[10]
# CH8NP2

2 unconnected molecules or ions with the total composition CH8NP2 (the ωB97M-V functional and the def2-TZVPD basis, OMol25).

Last column: Mulliken charge in e.
Positions of all 12 atoms, in Å:
C -0.71 0.16 -0.43  -0.39
N -0.71 1.24 0.57  -0.39
P 2.48 -0.14 0.19  -0.09
P -1.62 -1.27 0.19  -0.07
H -1.01 0.43 -1.48  0.31
H -0.59 0.89 1.55  0.40
H -1.58 1.96 0.52  0.40
H 0.14 1.80 0.38  0.38
H 2.85 0.11 -1.26  0.11
H 2.83 -1.45 -0.06  0.10
H -1.62 -1.92 -1.06  0.11
H -0.47 -1.83 0.89  0.12

Summary:
Highest occupied orbital energy (spin up / spin down) = -12.698 / -13.282 eV
HOMO-LUMO gap (spin up / spin down) = 7.151 / 8.224 eV
ΔE to the lowest compared entry with this formula, charge and spin = 60.55 kcal/mol
DFT total energy = -779.92822 Ha
Net charge = +1

***

[11]
# CH9N2O

2 unconnected molecules or ions with the total composition CH9N2O (the ωB97M-V functional and the def2-TZVPD basis, OMol25).

Last column: Mulliken charge in e.
Positions of all 13 atoms, in Å:
N -1.60 1.30 1.45  -0.91
H -1.21 2.09 1.98  0.29
H -2.36 0.87 1.98  0.28
H -0.04 0.46 1.10  0.36
H -2.16 1.84 0.79  0.28
N 0.39 -0.34 0.55  -0.24
C 0.63 -0.03 -0.88  -0.24
O 0.82 -1.26 -1.48  -0.51
H 1.27 -0.53 1.03  0.38
H -0.29 -1.09 0.71  0.35
H 1.57 0.51 -0.92  0.33
H -0.20 0.54 -1.26  0.27
H 1.43 -1.41 -2.21  0.35

Summary:
Highest occupied orbital energy = -15.642 eV
HOMO-LUMO gap = 12.369 eV
ΔE to the lowest compared entry with this formula, charge and spin = 12.82 kcal/mol
DFT total energy = -227.99508 Ha
Net charge = +1

***

[12]
# CH9N3PS

A gas-phase ion, CH9N3PS (charge +1) (the ωB97M-V functional and the def2-TZVPD basis, OMol25).

Last column: Mulliken charge in e.
Positions of all 15 atoms, in Å:
C 2.43 0.33 -0.14  -0.78
N -0.96 0.81 -1.12  -0.61
N -0.99 0.28 1.33  -0.48
N -1.56 -1.86 -0.12  -0.48
P -0.53 -0.57 -0.02  0.91
S 1.37 -1.32 -0.21  -0.09
H 2.64 0.81 -1.10  0.32
H 3.32 0.01 0.55  0.33
H 1.95 1.04 0.47  0.29
H -0.68 1.74 -0.90  0.27
H -0.64 0.64 -2.02  0.26
H -1.13 1.29 1.24  0.25
H -0.73 -0.07 2.24  0.24
H -1.30 -2.84 -0.43  0.27
H -2.43 -1.97 0.39  0.28

Summary:
Highest occupied orbital energy = -14.215 eV
HOMO-LUMO gap = 10.923 eV
ΔE to the lowest compared entry with this formula, charge and spin = 32.11 kcal/mol
DFT total energy = -947.10517 Ha
Net charge = +1

***

[13]
# CH9N4O

3 unconnected molecules or ions with the total composition CH9N4O (the ωB97M-V functional and the def2-TZVPD basis, OMol25).

Last column: Mulliken charge in e.
Positions of all 15 atoms, in Å:
C -0.14 2.66 -1.17  0.54
N 0.60 3.45 -1.62  -0.30
N 0.83 -1.76 0.37  -0.33
N 0.82 -0.96 -0.83  -0.39
N -1.37 -0.65 1.38  -0.88
O -0.82 1.82 -0.71  -0.51
H 0.91 4.02 -2.36  0.29
H 1.64 -1.12 -1.38  0.26
H 0.49 -2.71 0.11  0.40
H 1.67 -1.88 1.08  0.37
H 0.56 -0.05 -0.56  0.20
H -1.28 0.38 1.73  0.32
H -2.17 -0.78 0.81  0.28
H -1.65 -1.12 2.25  0.31
H -0.10 -1.29 0.90  0.44

Summary:
Highest occupied orbital energy = -14.460 eV
HOMO-LUMO gap = 11.270 eV
ΔE to the lowest compared entry with this formula, charge and spin = 13.03 kcal/mol
DFT total energy = -337.48874 Ha
Net charge = +1

***

[14]
# CH9N4O

A molecular structure, CH9N4O (the ωB97M-V functional and the def2-TZVPD basis, OMol25).

Last column: Mulliken charge in e.
Positions of all 15 atoms, in Å:
C -0.58 -0.30 -0.23  0.23
N 0.12 -1.03 -1.10  -0.43
N -1.81 -0.30 1.85  -0.38
N -1.48 -0.89 0.58  0.07
N 2.02 1.13 -0.37  -0.58
O -0.38 0.94 -0.25  -0.74
H 0.13 -0.72 -2.08  0.22
H 0.26 -1.99 -0.81  0.17
H -2.80 -0.18 1.99  0.32
H -1.29 0.60 1.81  0.34
H -1.89 -1.85 0.46  0.34
H 2.49 0.44 0.10  0.30
H 2.16 1.00 -1.44  0.38
H 2.17 2.10 -0.18  0.35
H 0.88 1.05 -0.34  0.40

Summary:
Highest occupied orbital energy (spin up / spin down) = -8.405 / -14.014 eV
Spin multiplicity = 3
HOMO-LUMO gap (spin up / spin down) = 5.485 / 7.109 eV
DFT total energy = -337.32918 Ha
Net charge = +1

***

[15]
# CH9N4S

3 unconnected molecules or ions with the total composition CH9N4S (the ωB97M-V functional and the def2-TZVPD basis, OMol25).

Last column: Mulliken charge in e.
Positions of all 15 atoms, in Å:
C 2.64 -0.02 -0.84  0.26
N 3.72 -0.65 -1.19  -0.37
N 1.55 0.21 -0.48  -0.47
N -2.35 0.43 -0.05  -0.79
N -0.24 0.77 1.47  -0.56
S -1.15 -0.45 -1.16  -0.01
H 4.29 -0.11 -1.77  0.23
H 4.11 -1.43 -0.75  0.24
H 0.59 0.75 0.79  0.52
H -1.79 -1.55 -1.16  0.16
H -2.96 1.01 -0.70  0.31
H -2.98 -0.18 0.36  0.28
H -0.24 -0.12 1.80  0.34
H -0.22 1.56 2.11  0.35
H -1.14 0.81 0.76  0.52

Summary:
Highest occupied orbital energy = -13.190 eV
HOMO-LUMO gap = 10.096 eV
ΔE to the lowest compared entry with this formula, charge and spin = 20.08 kcal/mol
DFT total energy = -660.41948 Ha
Net charge = +1

***

[16]
# CH9NO2

A molecular structure, CH9NO2 (the ωB97M-V functional and the def2-TZVPD basis, OMol25).

Last column: Mulliken charge in e.
Positions of all 13 atoms, in Å:
H -0.48 -0.30 0.89  0.49
O -1.27 -1.03 1.39  -0.97
N 0.63 0.07 0.27  -1.06
H -1.85 -0.42 1.87  0.27
H 1.25 0.63 0.84  0.34
H 0.21 0.61 -0.50  0.57
C 1.20 -1.23 0.00  -1.22
H 0.49 -1.86 -0.60  0.36
H 2.12 -1.19 -0.64  0.42
H 1.61 -1.80 0.84  0.37
O -0.87 2.23 -1.37  -1.93
H -1.40 2.22 -2.20  0.85
H -1.64 2.07 -0.78  0.51

Summary:
Highest occupied orbital energy (spin up / spin down) = 0.908 / -5.675 eV
Spin multiplicity = 2
HOMO-LUMO gap (spin up / spin down) = 3.010 / 9.406 eV
ΔE to the lowest compared entry with this formula, charge and spin = 21.46 kcal/mol
DFT total energy = -248.65472 Ha
Net charge = -1

***

[17]
# CH9NO3

4 unconnected molecules or ions with the total composition CH9NO3 (the ωB97M-V functional and the def2-TZVPD basis, OMol25).

Last column: Mulliken charge in e.
Positions of all 14 atoms, in Å:
C 0.97 0.12 2.85  -0.77
N 0.32 0.03 1.70  -0.56
H 1.86 0.73 3.17  0.16
H 0.70 -0.34 3.81  0.21
H -0.47 -0.60 1.72  0.06
H -0.33 -2.10 -1.24  0.33
H -1.41 -1.16 -1.34  0.31
O -1.19 -1.96 -0.84  -0.65
H 0.47 1.45 0.30  0.42
H 1.06 2.28 -0.86  0.31
O 0.29 1.74 -0.63  -0.79
H -1.14 0.09 -2.66  0.30
H -0.11 0.25 -1.47  0.47
O -0.21 -0.06 -2.42  -0.78

Summary:
Highest occupied orbital energy (spin up / spin down) = 0.685 / -3.649 eV
Spin multiplicity = 2
HOMO-LUMO gap (spin up / spin down) = 3.135 / 7.454 eV
ΔE to the lowest compared entry with this formula, charge and spin = 26.07 kcal/mol
DFT total energy = -323.89094 Ha
Net charge = -1

***

[18]
# CH9NO3

3 unconnected molecules or ions with the total composition CH9NO3 (the ωB97M-V functional and the def2-TZVPD basis, OMol25).

Last column: Mulliken charge in e.
Positions of all 14 atoms, in Å:
N 0.33 0.93 -0.50  -0.44
C -0.61 0.35 -1.48  -0.05
O -1.76 1.14 -1.20  -0.56
H 0.99 1.64 -0.72  0.17
H -0.12 1.20 0.35  0.23
H -0.26 0.17 -2.50  0.34
H -0.86 -0.72 -1.23  -0.01
H -2.03 1.71 -1.94  0.29
H 0.27 -2.45 0.94  0.32
H 0.03 -1.56 -0.09  0.27
O 0.55 -1.53 0.73  -0.59
H 1.04 0.20 2.06  0.31
H 1.08 -0.98 2.65  0.37
O 1.34 -0.11 2.94  -0.65

Summary:
Highest occupied orbital energy = -9.280 eV
HOMO-LUMO gap = 9.799 eV
ΔE to the lowest compared entry with this formula, charge and spin = 36.76 kcal/mol
DFT total energy = -323.90901 Ha

***

[19]
# CH9NO3

4 unconnected molecules or ions with the total composition CH9NO3 (the ωB97M-V functional and the def2-TZVPD basis, OMol25).

Last column: Mulliken charge in e.
Positions of all 14 atoms, in Å:
C 0.70 -0.66 2.27  -0.31
N 0.84 0.05 1.25  -0.45
H 0.49 -0.20 3.23  0.25
H 0.67 -1.77 2.32  0.26
H 1.06 -0.37 0.35  0.26
H -1.34 -1.70 -0.88  0.28
H -1.63 -1.30 0.50  0.31
O -0.97 -1.77 -0.01  -0.59
H -0.51 2.11 -0.17  0.32
H 0.22 3.43 -0.50  0.31
O 0.02 2.55 -0.84  -0.65
H -0.34 -0.51 -3.00  0.29
H 0.35 0.53 -2.10  0.34
O 0.42 -0.39 -2.43  -0.63

Summary:
Highest occupied orbital energy = -9.533 eV
HOMO-LUMO gap = 10.116 eV
ΔE to the lowest compared entry with this formula, charge and spin = 23.81 kcal/mol
DFT total energy = -323.92964 Ha